{"formula": "C6H9NO3S", "method": "the ωB97M-V functional and the def2-TZVPD basis", "elements": ["S", "O", "O", "O", "N", "C", "C", "C", "C", "C", "C", "H", "H", "H", "H", "H", "H", "H", "H", "H"], "coordinates": [[-0.58413, 1.39611, 1.49126], [-0.66868, 0.45310, -2.21920], [-1.43131, -1.10354, -0.72797], [0.01046, 2.63966, 1.98468], [2.48018, -0.72760, 0.25991], [1.34946, -0.34047, 0.66496], [0.00020, 0.04584, 2.63998], [0.54376, 0.77885, 0.19017], [-0.79776, -0.18146, -1.11502], [-1.46187, 0.02866, -3.34718], [0.62936, -1.03581, 1.78590], [0.96927, 1.54202, -0.44378], [-0.93227, 0.37054, -4.23227], [2.87634, -0.18262, -0.50184], [-0.15079, -1.65955, 1.34468], [-1.56121, -1.05696, -3.34879], [0.71784, 0.52256, 3.30611], [-2.44577, 0.49319, -3.29024], [1.31142, -1.67288, 2.34728], [-0.85450, -0.30966, 3.21137]], "atomic_forces_ev_per_a": [[0.475, -1.115, -0.221], [0.078, 0.489, -0.909], [-0.201, 0.112, -0.684], [0.250, 1.126, 0.454], [0.516, -0.453, 0.041], [0.307, -0.195, 0.180], [-0.462, 0.090, -0.299], [-3.032, -1.368, -2.243], [2.434, 1.082, 3.761], [-0.318, -0.279, -0.273], [0.075, -0.216, 0.060], [0.080, 0.231, 0.097], [-0.021, -0.010, 0.093], [-0.233, 0.233, -0.020], [0.000, -0.064, -0.002], [0.022, 0.095, 0.003], [-0.012, 0.195, -0.085], [0.067, -0.025, 0.029], [-0.017, 0.010, -0.051], [-0.008, 0.062, 0.067]], "mulliken_charge": [0.43, -0.28, -0.49, -0.64, -0.82, 0.59, -0.67, -0.42, 0.67, -0.69, -0.66, 0.50, 0.25, 0.25, 0.22, 0.33, 0.35, 0.30, 0.38, 0.40], "e_lumo_ev": 0.23, "homo_ha": -0.3297, "e_tot_ev": -24832.92997}